[1]
# C25H73N5O9

A cluster of 9 separate species, C25H73N5O9 in total in a non-equilibrium geometry (ωB97M-V with the def2-TZVPD basis set, the OMol25 dataset).

As for the SMILES: COC[C@H](C)N.COC[C@H](C)N.COC[C@H](C)N.COC[C@H](C)N.COC[C@H](C)N.CCO.CO.CO.CO. The energy above the lowest of the compared OMol25 structures with the same formula, charge and spin is 24.7 kcal/mol. The HOMO-LUMO gap comes out at 9.52 eV. The value obtained for the molar mass is 587.88 g mol⁻¹.

The geometry in XYZ format:
```
112
Properties=species:S:1:pos:R:3:mulliken_charge:R:1
C -3.382 -11.260 19.434 -0.90
O -4.651 -10.489 19.399 -0.10
C -4.625 -9.536 20.444 -1.22
C -5.274 -8.297 20.022 0.48
C -6.701 -8.436 19.623 -1.21
N -4.552 -7.675 18.948 -0.60
H -2.435 -10.765 19.218 0.37
H -3.565 -12.086 18.747 0.13
H -3.257 -11.775 20.387 0.47
H -5.048 -10.033 21.317 0.38
H -3.602 -9.418 20.801 0.57
H -5.262 -7.593 20.855 0.34
H -7.155 -7.453 19.503 0.37
H -7.127 -8.946 20.487 0.45
H -6.939 -9.094 18.787 0.03
H -4.612 -8.305 18.161 0.06
H -3.551 -7.635 19.076 0.30
C -1.409 -13.857 16.170 -0.72
O -1.854 -13.652 14.849 -0.31
C -3.215 -14.011 14.568 -0.66
C -3.591 -13.458 13.156 0.13
C -3.455 -11.973 12.993 -0.87
N -4.929 -13.795 12.844 -0.59
H -1.326 -12.844 16.564 0.19
H -0.411 -14.293 16.138 0.27
H -1.977 -14.465 16.875 0.34
H -3.284 -15.098 14.609 0.43
H -3.921 -13.551 15.259 0.17
H -2.927 -14.017 12.497 0.41
H -4.181 -11.508 13.660 -0.01
H -3.582 -11.679 11.951 0.43
H -2.424 -11.769 13.282 0.30
H -4.905 -14.797 12.723 0.27
H -5.101 -13.355 11.951 0.23
C -4.066 -5.195 10.710 -0.84
O -4.792 -6.381 10.702 -0.16
C -4.004 -7.478 10.302 -1.18
C -4.636 -8.769 10.740 1.64
C -4.514 -9.087 12.238 -0.87
N -4.310 -9.941 9.946 -0.58
H -3.637 -5.063 9.716 0.32
H -3.293 -5.205 11.478 0.32
H -4.827 -4.509 11.082 0.21
H -3.971 -7.404 9.215 0.49
H -2.949 -7.456 10.574 0.47
H -5.686 -8.531 10.568 -0.95
H -3.501 -9.379 12.515 0.15
H -5.149 -9.942 12.469 -0.19
H -4.792 -8.233 12.857 0.57
H -5.121 -10.507 9.740 0.24
H -3.865 -9.848 9.044 0.24
C -9.423 -6.452 14.106 -0.69
O -9.272 -5.930 15.399 -0.42
C -7.948 -5.897 15.878 -0.01
C -7.888 -5.009 17.204 0.51
C -8.221 -3.485 16.885 -1.61
N -6.561 -4.884 17.873 -0.78
H -8.889 -5.911 13.325 0.41
H -10.473 -6.285 13.867 0.44
H -9.280 -7.531 14.046 -0.02
H -7.768 -6.939 16.143 -0.46
H -7.306 -5.451 15.119 0.67
H -8.492 -5.495 17.970 0.36
H -7.419 -2.909 16.422 0.39
H -8.400 -2.888 17.779 0.44
H -9.129 -3.307 16.309 0.35
H -6.516 -5.731 18.422 0.17
H -6.635 -4.177 18.591 0.27
C -8.373 -7.071 10.333 -0.59
O -8.904 -8.103 11.084 -0.15
C -9.137 -9.272 10.305 -0.94
C -9.261 -10.499 11.249 0.29
C -8.138 -10.603 12.251 -0.58
N -9.451 -11.766 10.632 -0.70
H -8.450 -6.110 10.843 0.20
H -8.909 -6.993 9.387 0.35
H -7.344 -7.357 10.117 0.10
H -10.106 -9.047 9.859 0.46
H -8.428 -9.514 9.513 0.45
H -10.058 -10.184 11.922 0.27
H -7.210 -10.645 11.680 -0.13
H -8.111 -11.550 12.791 0.44
H -8.240 -9.841 13.023 -0.03
H -9.865 -12.369 11.328 0.28
H -10.149 -11.633 9.914 0.28
C -10.047 -8.704 16.843 0.11
C -10.952 -9.539 17.833 -0.54
O -12.081 -8.808 18.312 -0.55
H -9.154 -9.262 16.560 -0.16
H -9.678 -7.786 17.300 -0.08
H -10.605 -8.326 15.986 0.29
H -10.351 -9.948 18.645 0.27
H -11.321 -10.419 17.306 0.31
H -11.826 -8.291 19.079 0.32
C -8.220 -12.374 16.235 -0.50
O -7.988 -11.637 17.425 -0.36
H -7.395 -13.042 15.988 0.32
H -9.071 -13.018 16.457 0.41
H -8.509 -11.619 15.503 -0.04
H -7.637 -12.229 18.094 0.23
C -5.808 -9.746 15.653 -0.38
O -4.930 -10.410 16.542 0.66
H -5.303 -8.935 15.129 0.40
H -6.095 -10.442 14.864 0.14
H -6.716 -9.335 16.095 -0.39
H -5.417 -11.038 17.080 -0.15
C -2.203 -9.166 15.447 -0.30
O -2.191 -10.310 16.290 -0.55
H -2.773 -9.275 14.524 -0.17
H -2.588 -8.333 16.035 0.27
H -1.137 -8.939 15.423 0.36
H -3.110 -10.440 16.537 0.29
```

=====

[2]
# C5H14N2

The molecule C5H14N2 in a non-equilibrium geometry (ωB97M-V with the def2-TZVPD basis set, the OMol25 dataset).

As for the SMILES: CCCCNCN. The energy above the lowest of the compared OMol25 structures with the same formula, charge and spin is 14.1 kcal/mol. The HOMO-LUMO gap comes out at 10.13 eV. The value obtained for the molar mass is 102.18 g mol⁻¹.

The geometry in XYZ format:
```
21
Properties=species:S:1:pos:R:3:mulliken_charge:R:1
C -2.451 -0.243 -1.953 -1.24
C -1.801 0.621 -0.883 -0.39
C -0.374 1.075 -1.256 -0.67
C 0.678 0.139 -0.705 -0.74
N 0.732 0.173 0.755 -0.33
C 1.586 -0.884 1.291 -0.50
N 1.696 -0.862 2.739 -0.61
H -3.465 -0.560 -1.686 0.36
H -1.887 -1.161 -2.117 0.29
H -2.559 0.260 -2.915 0.33
H -1.724 0.034 0.036 0.27
H -2.462 1.431 -0.590 0.34
H -0.295 1.026 -2.342 0.38
H -0.212 2.106 -0.949 0.32
H 1.655 0.398 -1.139 0.41
H 0.449 -0.898 -0.981 0.35
H 1.110 1.063 1.064 0.26
H 1.162 -1.848 1.013 0.34
H 2.588 -0.841 0.851 0.31
H 0.920 -1.366 3.147 0.27
H 1.639 0.083 3.103 0.25
```

=====

[3]
# C2H9NO3

A cluster of 3 separate species, C2H9NO3 in total in a non-equilibrium geometry (ωB97M-V with the def2-TZVPD basis set, the OMol25 dataset).

As for the SMILES: NCC=O.O.O. The energy above the lowest of the compared OMol25 structures with the same formula, charge and spin is 53.9 kcal/mol. The HOMO-LUMO gap comes out at 9.49 eV. The value obtained for the molar mass is 95.10 g mol⁻¹.

The geometry in XYZ format:
```
15
Properties=species:S:1:pos:R:3:mulliken_charge:R:1
N 0.588 -1.164 0.278 -0.31
C 0.993 -0.222 -0.675 -0.44
C 0.752 1.254 -0.350 -0.05
O 0.036 1.628 0.541 -0.48
H -0.231 -1.717 0.127 0.14
H 1.169 -1.431 1.051 0.15
H 0.956 -0.406 -1.747 0.41
H 2.115 -0.079 -0.686 0.24
H 1.209 1.869 -1.118 0.34
O 0.492 -3.455 2.555 -0.64
H 0.808 -2.964 3.326 0.33
H -0.407 -3.771 2.753 0.32
O -2.367 2.531 -2.536 -0.64
H -1.921 1.984 -1.884 0.32
H -3.194 2.792 -2.102 0.32
```